{
  "formula": "C51H133B4N3O15Zr",
  "method": "ωB97M-V with the def2-TZVPD basis set",
  "fmax_ev_per_a": 4.3,
  "orbital_gap_ev": 7.9375,
  "species": ["Zr", "B", "H", "H", "H", "H", "B", "H", "H", "H", "H", "B", "H", "H", "H", "H", "B", "H", "H", "H", "H", "C", "O", "C", "C", "O", "C", "H", "H", "H", "H", "H", "H", "H", "H", "H", "H", "C", "O", "C", "C", "O", "C", "H", "H", "H", "H", "H", "H", "H", "H", "H", "H", "C", "O", "C", "C", "O", "C", "H", "H", "H", "H", "H", "H", "H", "H", "H", "H", "C", "O", "C", "C", "O", "C", "H", "H", "H", "H", "H", "H", "H", "H", "H", "H", "C", "O", "C", "C", "O", "C", "H", "H", "H", "H", "H", "H", "H", "H", "H", "H", "C", "O", "C", "C", "O", "C", "H", "H", "H", "H", "H", "H", "H", "H", "H", "H", "C", "C", "C", "C", "C", "C", "N", "O", "C", "C", "C", "H", "H", "H", "H", "H", "H", "H", "H", "H", "H", "H", "H", "H", "H", "H", "H", "H", "H", "H", "C", "C", "C", "C", "C", "C", "N", "O", "C", "C", "C", "H", "H", "H", "H", "H", "H", "H", "H", "H", "H", "H", "H", "H", "H", "H", "H", "H", "H", "H", "C", "C", "C", "C", "C", "C", "N", "O", "C", "C", "C", "H", "H", "H", "H", "H", "H", "H", "H", "H", "H", "H", "H", "H", "H", "H", "H", "H", "H", "H"],
  "positions_angstrom": [[-0.0581, 0.0375, -0.9985], [-2.2553, -0.2972, -1.3787], [-3.3153, -0.2854, -1.5798], [-1.8542, 0.6952, -1.5143], [-2.0102, -0.6359, -0.3840], [-1.7893, -0.8866, -2.1531], [2.1146, 0.4884, -1.6142], [3.0385, 0.8583, -2.0311], [2.2623, 0.0460, -0.6412], [1.3862, 1.2678, -1.4523], [1.6107, -0.2243, -2.2486], [0.3322, -2.1174, -0.9559], [-0.5624, -1.9170, -0.3869], [0.2145, -1.6876, -1.9386], [1.1147, -1.5595, -0.4653], [0.5191, -3.1768, -1.0401], [-0.0541, 0.6895, 1.0307], [-0.0923, 1.0523, 2.0462], [0.6190, 1.3342, 0.4872], [0.2010, -0.3564, 0.9585], [-1.0070, 0.8600, 0.5541], [-0.3219, -3.1226, 2.6155], [-0.4222, -4.2347, 3.4664], [-1.5016, -4.1174, 4.4235], [-1.7203, -5.3873, 5.3620], [-2.0882, -6.5374, 4.6369], [-2.4061, -7.6565, 5.5005], [-1.1710, -3.0561, 1.9352], [0.5294, -3.2230, 1.9422], [-0.1610, -2.1803, 3.1393], [-2.4636, -3.9215, 3.9499], [-1.3700, -3.2786, 5.1070], [-2.5635, -5.1840, 6.0222], [-0.8659, -5.6188, 5.9980], [-1.6742, -7.7837, 6.2982], [-2.3718, -8.5645, 4.8985], [-3.4217, -7.6059, 5.8930], [4.3791, -3.6305, -3.3655], [5.4786, -2.8287, -3.7330], [5.9501, -2.7851, -5.0905], [5.7723, -1.3837, -5.7443], [4.4245, -0.9888, -5.7073], [3.9835, -0.2433, -4.6191], [3.5070, -3.3267, -3.9445], [4.0564, -3.4226, -2.3453], [4.4733, -4.6882, -3.6112], [5.4358, -3.5492, -5.6734], [6.9957, -3.0862, -5.1547], [6.1236, -1.4963, -6.7700], [6.4694, -0.6623, -5.3181], [4.1116, -0.7869, -3.6830], [2.9914, 0.1810, -4.7732], [4.6205, 0.6245, -4.4480], [-0.2548, -0.3698, -4.4000], [-0.2964, 0.5175, -3.2313], [-0.7558, 1.8216, -3.5975], [-0.3633, 2.9258, -2.6427], [-0.5780, 2.3856, -1.3509], [-0.9297, 3.4723, -0.3876], [-0.1228, -1.4131, -4.1134], [0.5382, -0.0821, -5.0903], [-1.2038, -0.5544, -4.9035], [-1.8312, 1.7027, -3.7296], [-0.4877, 2.0487, -4.6293], [-0.9632, 3.7708, -2.9806], [0.5991, 3.3934, -2.8506], [-0.0940, 4.0984, -0.0750], [-1.5279, 3.0895, 0.4392], [-1.6996, 4.1273, -0.7955], [-3.3375, -0.9615, 2.4543], [-4.0004, -1.4589, 3.5896], [-5.0964, -2.2691, 3.3238], [-6.4393, -1.5344, 2.8199], [-6.3247, -0.9981, 1.5372], [-7.4059, -0.2069, 1.1154], [-2.4528, -0.3478, 2.6238], [-3.8635, -0.5096, 1.6133], [-3.0194, -1.9120, 2.0261], [-5.4114, -2.6617, 4.2906], [-4.7520, -3.1906, 2.8545], [-6.8365, -0.7638, 3.4807], [-7.2362, -2.2779, 2.8034], [-7.3551, 0.7467, 1.6408], [-8.3163, -0.7781, 1.2969], [-7.4147, -0.1309, 0.0281], [6.7371, 6.0446, -4.5303], [5.9836, 5.6202, -3.4136], [4.6220, 5.2433, -3.7189], [4.0327, 4.3517, -2.7201], [3.9132, 4.9105, -1.3964], [3.0486, 4.1297, -0.5170], [7.7555, 6.2982, -4.2357], [6.3830, 6.9736, -4.9771], [6.7166, 5.1913, -5.2081], [4.5761, 4.7491, -4.6893], [4.1237, 6.2118, -3.7641], [4.7432, 3.5485, -2.5248], [3.0599, 3.9772, -3.0386], [1.9905, 4.1224, -0.7788], [3.2262, 4.4582, 0.5070], [3.3454, 3.0820, -0.5643], [5.2922, 0.7070, 0.5389], [5.5508, -0.5862, 0.9621], [5.2492, -1.4871, -0.0875], [4.9369, -2.9641, 0.4352], [6.1404, -3.4772, 1.0088], [6.3540, -3.1263, 2.3863], [5.7265, 0.9411, -0.4330], [5.7853, 1.4726, 1.1380], [4.2290, 0.9365, 0.6092], [6.0300, -1.5295, -0.8469], [4.3223, -1.2059, -0.5874], [4.6284, -3.6508, -0.3530], [4.0704, -3.0523, 1.0906], [5.5077, -3.3224, 3.0447], [6.6414, -2.0799, 2.4889], [7.1280, -3.7637, 2.8139], [-4.9332, 2.8574, -0.6714], [-5.3004, 3.3023, 0.7962], [-4.7403, 2.2115, 1.7064], [-4.4703, 2.6088, 3.1852], [-3.6793, 3.8998, 3.2731], [-4.2894, 5.0526, 2.4817], [-4.5579, 4.5449, 1.1423], [-4.7568, 5.5321, 0.2127], [-5.4408, 5.6856, 3.2781], [-3.1758, 6.1252, 2.4286], [-6.7563, 3.5166, 0.9803], [-5.0932, 1.7882, -0.8101], [-3.8685, 2.9696, -0.8759], [-5.5349, 3.4427, -1.3668], [-5.4920, 1.4530, 1.9249], [-3.8232, 1.7456, 1.3460], [-4.0156, 1.8670, 3.8418], [-5.4543, 2.8259, 3.6008], [-2.6883, 3.6510, 2.8933], [-3.6466, 4.2074, 4.3183], [-6.1572, 4.9297, 3.5998], [-5.0916, 6.2206, 4.1613], [-6.0218, 6.4344, 2.7397], [-3.5212, 7.1508, 2.2987], [-2.6735, 6.1883, 3.3939], [-2.4316, 5.8081, 1.6980], [-6.9404, 3.4917, 2.0544], [-7.2632, 2.6821, 0.4958], [-7.0859, 4.4933, 0.6261], [-3.8740, 5.6244, -0.1529], [4.2501, 2.7470, 3.2919], [3.0705, 1.9858, 4.0915], [3.3597, 1.7646, 5.6014], [3.3462, 3.0137, 6.4781], [1.9338, 3.6174, 6.4178], [1.4707, 3.8775, 4.9767], [1.8196, 2.7308, 4.0178], [1.3920, 2.8934, 2.7189], [-0.0758, 4.0809, 4.9932], [2.1748, 5.1758, 4.4941], [2.9757, 0.5723, 3.4209], [4.2673, 3.8263, 3.4433], [4.0632, 2.6470, 2.2227], [5.2563, 2.3546, 3.4384], [2.6366, 1.0869, 6.0552], [4.3049, 1.2458, 5.7615], [4.0925, 3.7121, 6.0994], [3.6903, 2.8171, 7.4935], [2.1139, 4.5167, 7.0068], [1.2810, 2.9168, 6.9385], [-0.5210, 3.1137, 5.2265], [-0.4180, 4.7251, 5.8032], [-0.5338, 4.4334, 4.0690], [3.2066, 5.2425, 4.8389], [2.2766, 5.1754, 3.4089], [1.5721, 6.0156, 4.8402], [3.9850, 0.2252, 3.1996], [2.5367, 0.6269, 2.4247], [2.3840, -0.1505, 3.9827], [0.5592, 2.4326, 2.8449], [-3.5431, -4.0599, -5.9750], [-2.6775, -4.4983, -4.7555], [-3.3116, -5.8738, -4.3656], [-2.3853, -6.7392, -3.5332], [-1.1225, -7.0348, -4.2288], [-0.4217, -5.6913, -4.7367], [-1.3631, -4.7075, -5.3490], [-0.7429, -3.4776, -5.7289], [0.3371, -5.0797, -3.4755], [0.6665, -6.1233, -5.7614], [-2.6937, -3.5247, -3.5539], [-3.2651, -4.6670, -6.8365], [-3.2868, -3.0449, -6.2785], [-4.5949, -3.9579, -5.7075], [-4.2250, -5.6146, -3.8302], [-3.7114, -6.4158, -5.2226], [-2.8220, -7.6972, -3.2510], [-2.1366, -6.2332, -2.6004], [-1.2535, -7.7581, -5.0336], [-0.5941, -7.5794, -3.4464], [0.8123, -4.1000, -3.5261], [-0.3252, -5.0630, -2.6099], [1.1715, -5.7425, -3.2463], [1.2564, -6.9470, -5.3594], [0.1833, -6.4943, -6.6653], [1.3567, -5.3541, -6.1080], [-2.6073, -4.0634, -2.6102], [-3.6148, -2.9429, -3.5209], [-1.9332, -2.7456, -3.5018], [-0.6565, -3.5448, -6.6827]],
  "forces_ev_per_angstrom": [[0.2, -0.5, -1.6], [-1.9, -0.3, -0.3], [-3.6, 0.2, -0.5], [0.6, 3.9, -0.3], [0.6, -1.4, 3.6], [1.8, -2.4, -2.5], [1.5, 0.3, -0.3], [3.0, 1.3, -1.5], [0.6, -1.6, 3.6], [-2.0, 3.8, 0.3], [-1.4, -2.8, -2.6], [0.4, -2.4, 0.4], [-3.4, 0.4, 2.0], [-0.5, 1.2, -4.0], [3.3, 1.6, 1.8], [0.7, -3.4, -0.1], [-0.1, 1.1, 3.0], [-0.3, 0.7, 3.3], [2.9, 2.1, -1.9], [1.1, -3.8, 0.1], [-3.9, 0.6, -1.3], [0.1, 0.1, -0.6], [-0.8, -0.3, 1.3], [0.0, -1.4, 0.5], [0.0, 0.6, -1.0], [0.0, -1.1, 0.2], [0.3, 0.4, -1.0], [-0.4, 0.2, 0.2], [0.2, -0.4, 0.2], [-0.3, 0.2, 0.3], [0.0, -0.1, -0.5], [0.4, 0.2, 0.0], [-0.1, 0.7, 0.3], [0.4, 0.2, -0.1], [0.0, 0.2, 0.2], [0.1, 0.2, -0.2], [0.0, 0.4, 0.3], [-1.0, 0.5, -1.4], [1.1, 0.4, 0.2], [-0.8, 0.1, 0.2], [0.2, -1.3, 0.8], [-0.2, -0.2, -1.3], [1.1, 0.7, 1.1], [-0.3, 0.2, -0.3], [0.7, -0.2, 0.1], [0.5, -0.2, 0.5], [-0.4, 0.1, -0.2], [0.3, 0.2, 0.4], [-0.4, 0.0, -0.3], [-0.2, 0.3, 0.5], [-0.7, -0.2, 0.1], [-0.1, -0.6, -0.1], [0.3, 0.4, -0.2], [0.0, -0.9, 0.6], [0.5, 0.1, -2.0], [-0.7, -0.4, -1.2], [-0.2, -0.6, -1.4], [-0.4, 3.3, 1.0], [-0.9, -0.5, -0.3], [0.8, 0.2, 0.7], [-0.1, 0.2, 0.1], [-0.4, 1.2, 0.0], [-0.4, 0.4, 0.7], [0.8, 0.1, 0.0], [-1.0, 0.0, 0.9], [0.8, -0.9, 0.6], [0.2, -0.5, 0.0], [0.8, -0.7, 0.2], [0.2, 0.1, -0.9], [0.8, -1.8, -1.6], [-0.4, 2.0, 1.0], [-1.8, 0.7, 0.8], [0.9, -1.1, -0.2], [1.2, -0.1, -1.1], [-0.2, -1.0, 0.2], [-0.2, -0.1, 0.9], [-0.9, 0.3, 0.7], [0.9, 0.1, -0.8], [0.0, 0.2, 0.4], [-0.4, 0.1, -1.2], [0.7, 0.2, 0.7], [-0.1, -0.5, 0.1], [-0.6, 0.1, -0.2], [-0.5, 0.3, 0.5], [0.6, 0.4, 0.0], [-0.3, -0.4, 0.3], [-0.2, -0.5, 0.6], [1.3, 2.2, -0.5], [0.3, -1.0, 2.6], [-1.4, 0.3, 0.2], [1.5, -0.1, -0.7], [0.0, -0.5, 0.3], [-0.6, -0.1, -0.3], [0.4, 0.3, -0.7], [0.0, -0.1, -0.2], [-0.7, -0.1, -0.2], [-0.1, -0.7, -0.7], [0.0, -0.1, -0.3], [-0.1, 0.5, -0.2], [-0.2, 0.3, -0.2], [0.2, -0.3, 0.0], [0.2, 1.6, 0.1], [0.3, -0.8, 0.0], [-1.6, -2.2, 0.3], [1.5, 1.3, 0.0], [-0.5, -0.4, 0.9], [0.1, -0.1, -0.2], [-0.4, -0.4, -0.6], [0.2, -0.5, 0.7], [-0.2, 0.0, -0.5], [0.3, 0.0, 0.1], [-0.2, 0.5, -0.2], [0.6, 0.3, -0.5], [0.1, 0.6, 0.7], [-0.6, 0.1, -0.3], [0.0, 0.0, 0.0], [0.3, 0.0, -0.5], [-0.4, 0.6, 0.8], [2.3, 0.3, -0.2], [0.1, -0.8, 2.3], [-0.8, 1.6, -0.5], [-0.3, -0.7, 0.2], [0.4, 0.6, 0.5], [1.2, -1.6, 0.4], [-0.4, 1.2, -0.8], [-0.8, -0.2, -0.1], [0.0, -0.1, 0.1], [-0.7, -0.4, 0.4], [-0.5, 0.0, 0.1], [0.0, 0.4, 0.1], [0.2, -0.1, -0.2], [0.1, -0.4, -1.1], [-0.1, 0.0, -0.5], [0.0, -0.4, -0.5], [-0.2, -0.1, 0.4], [0.4, 0.4, 0.1], [0.4, 0.1, 0.1], [0.0, 0.0, 0.2], [0.3, -0.2, 0.1], [0.2, -0.1, -0.5], [-0.2, -0.1, -0.7], [0.0, -0.4, 0.1], [0.1, 0.3, -0.1], [-0.4, -0.1, 0.0], [-0.5, 0.3, 0.0], [0.0, -0.2, -0.3], [-0.1, 0.4, -0.4], [-0.9, -0.2, 0.3], [1.2, 0.2, -0.2], [0.6, 0.0, 0.5], [0.0, -0.2, -1.3], [1.5, -0.8, 0.2], [0.5, 0.8, -1.3], [0.2, -0.7, 3.3], [-0.6, 0.8, -0.3], [0.3, -0.8, 0.1], [-0.3, -0.4, -0.2], [-0.1, 0.9, -0.3], [0.0, 0.0, 0.4], [-0.2, -0.2, 0.0], [-0.1, -0.2, 0.4], [-0.4, -0.2, -0.4], [0.3, 0.0, -0.5], [0.0, 0.3, -0.2], [-0.4, -0.2, 0.1], [-1.2, 0.5, -0.2], [-0.3, 0.2, 0.0], [-0.1, -0.2, -0.1], [0.4, 0.3, 0.0], [0.3, 0.1, -0.2], [-0.1, 0.1, 0.4], [-0.5, 0.2, -0.1], [0.3, 0.3, -0.1], [0.1, -0.3, 0.5], [-0.3, 0.3, 0.0], [0.2, 0.0, 0.2], [-0.3, 0.0, -1.1], [0.5, 1.5, 0.7], [-0.6, -0.1, -1.1], [0.0, 0.5, 0.5], [-1.3, 0.3, 0.3], [0.7, 1.0, -0.7], [2.0, 0.5, 1.2], [0.3, -2.1, -0.3], [0.0, -0.4, 0.9], [-0.3, -0.8, -0.2], [-0.7, 0.1, -0.3], [-0.3, 0.1, 0.1], [-0.6, -0.4, 0.2], [0.3, 0.3, 0.1], [-0.2, -0.7, -0.2], [0.0, 0.1, 0.4], [0.5, 0.0, -0.4], [-0.4, 0.1, 0.1], [-0.2, 0.1, 0.2], [-0.1, 0.2, -0.4], [1.2, 0.3, -0.4], [-0.4, 0.2, -0.7], [0.0, 0.0, 0.1], [-0.1, -0.3, 0.2], [0.0, 0.1, 0.2], [-0.2, -0.1, -0.1], [-0.1, 0.3, 0.4], [-0.1, -0.1, 0.0], [-0.3, -0.2, 0.0], [0.4, -0.3, -0.6], [-0.1, -0.1, -0.1]]
}